(1)
A molecular structure, C24H17CuN5O2. Source: the Open Molecules 2025 dataset; level of theory: the ωB97M-V functional and the def2-TZVPD basis.

Geometry (Å):
Cu (-0.298, -0.546, 0.329)
O (1.441, -1.982, -3.373)
C (1.203, -1.339, -2.327)
N (0.607, -1.703, -1.208)
C (0.421, -3.066, -0.917)
C (0.441, -4.125, -1.828)
C (0.318, -5.447, -1.395)
C (0.176, -5.741, -0.052)
C (0.135, -4.703, 0.879)
C (0.229, -3.381, 0.466)
N (0.118, -2.276, 1.306)
C (0.335, -2.256, 2.599)
O (0.629, -3.146, 3.423)
C (0.165, -0.824, 3.147)
C (0.087, -0.603, 4.516)
C (-0.130, 0.688, 4.966)
C (-0.264, 1.717, 4.048)
C (-0.162, 1.414, 2.696)
N (0.065, 0.175, 2.268)
C (1.711, 0.108, -2.337)
C (2.003, 0.689, -3.573)
C (2.537, 1.961, -3.609)
C (2.785, 2.620, -2.412)
C (2.465, 1.963, -1.237)
N (1.936, 0.741, -1.190)
H (0.576, -3.895, -2.872)
H (0.342, -6.249, -2.127)
H (0.094, -6.770, 0.282)
H (0.031, -4.898, 1.938)
H (0.189, -1.455, 5.174)
H (-0.209, 0.889, 6.030)
H (-0.456, 2.736, 4.356)
H (-0.289, 2.166, 1.925)
H (1.801, 0.111, -4.463)
H (2.761, 2.437, -4.557)
H (3.203, 3.618, -2.384)
H (2.629, 2.445, -0.277)
N (-1.700, 0.551, -0.209)
C (-2.038, 1.778, -0.443)
C (-1.125, 2.914, -0.463)
C (-1.549, 4.206, -0.691)
C (-2.890, 4.538, -0.917)
C (-3.804, 3.468, -0.908)
C (-3.424, 2.168, -0.690)
H (-0.072, 2.708, -0.317)
H (-0.799, 4.996, -0.699)
H (-3.206, 5.558, -1.098)
H (-4.859, 3.672, -1.083)
H (-4.161, 1.372, -0.694)

Properties
- spin multiplicity = 2
- lowest unoccupied orbital energy (alpha / beta) (eV) = 4.92 / 4.92
- highest occupied orbital energy (alpha / beta) (eV) = -0.165 / 0.094
- ΔE to the lowest compared entry with this formula, charge and spin (kJ/mol) = 27.74
- charge = -2

Results of the Mulliken charge analysis, in e, for atoms 1 through 5: atom 1 (Cu): -0.821, atom 2 (O): -0.834, atom 3 (C): 0.280, atom 4 (N): 0.110, atom 5 (C): 0.399

(2)
A molecular structure, C24H17FeN2O5P. Source: the Open Molecules 2025 dataset; level of theory: the ωB97M-V functional and the def2-TZVPD basis.

Geometry (Å):
Fe (0.130, 0.903, 1.175)
O (1.148, 2.779, 0.741)
C (1.215, 1.874, -0.040)
C (1.563, 1.705, -1.429)
C (2.428, 2.489, -2.183)
C (2.600, 2.155, -3.518)
C (1.905, 1.086, -4.074)
C (1.020, 0.324, -3.317)
C (0.858, 0.631, -1.977)
P (-0.261, -0.168, -0.770)
C (-1.800, 0.780, -0.814)
C (-2.053, 1.774, -1.764)
C (-3.229, 2.500, -1.701)
C (-4.151, 2.250, -0.691)
C (-3.901, 1.274, 0.264)
C (-2.727, 0.540, 0.207)
C (-0.545, -1.848, -1.334)
C (-1.711, -2.185, -2.018)
C (-1.876, -3.480, -2.485)
C (-0.888, -4.430, -2.270)
C (0.273, -4.094, -1.584)
C (0.445, -2.805, -1.112)
H (2.955, 3.321, -1.738)
H (3.281, 2.728, -4.131)
H (2.056, 0.840, -5.117)
H (0.480, -0.501, -3.764)
H (-1.339, 1.979, -2.552)
H (-3.427, 3.264, -2.439)
H (-5.064, 2.827, -0.643)
H (-4.610, 1.090, 1.058)
H (-2.533, -0.212, 0.964)
H (-2.485, -1.446, -2.181)
H (-2.780, -3.747, -3.014)
H (-1.024, -5.439, -2.633)
H (1.038, -4.839, -1.412)
H (1.347, -2.546, -0.569)
O (1.051, -0.054, 6.694)
C (2.059, -0.525, 5.983)
O (3.010, -1.076, 6.467)
C (1.996, -0.350, 4.497)
C (2.997, -0.780, 3.644)
N (2.620, -0.484, 2.391)
N (1.426, 0.120, 2.379)
C (1.034, 0.210, 3.651)
C (-0.306, 0.874, 3.868)
O (-0.746, 1.020, 4.988)
O (-0.868, 1.238, 2.755)
H (0.341, 0.359, 6.144)
H (3.929, -1.269, 3.872)
H (3.120, -0.654, 1.534)

Properties
- spin multiplicity = 2
- lowest unoccupied orbital energy (alpha / beta) (eV) = -4.47 / -4.18
- highest occupied orbital energy (alpha / beta) (eV) = -12.646 / -12.622
- charge = +1

Results of the Mulliken charge analysis, in e, for atoms 1 through 5: atom 1 (Fe): -0.256, atom 2 (O): -0.443, atom 3 (C): 0.561, atom 4 (C): 0.028, atom 5 (C): -0.717

(3)
C24H17N5OS in the gas phase at a distorted geometry. Source: the Open Molecules 2025 dataset; level of theory: the ωB97M-V functional and the def2-TZVPD basis.

Geometry (Å):
C (4.886, 2.544, 4.395)
C (3.705, 1.743, 3.818)
N (3.522, 0.419, 4.085)
C (2.687, -0.049, 3.181)
C (2.263, -1.422, 3.037)
C (1.493, -2.028, 3.986)
C (0.939, -3.280, 3.622)
N (1.157, -3.867, 2.361)
N (1.908, -3.184, 1.517)
C (2.424, -2.050, 1.817)
N (2.121, 1.005, 2.594)
C (2.789, 2.160, 2.928)
S (2.262, 3.633, 2.124)
C (1.096, 2.548, 1.181)
C (0.104, 2.899, 0.156)
C (-0.923, 1.987, -0.235)
O (-1.868, 2.564, -0.988)
C (-3.098, 1.829, -1.187)
C (-2.932, 0.998, -2.453)
C (-2.491, 1.517, -3.680)
C (-2.169, 0.660, -4.769)
C (-2.306, -0.655, -4.546)
C (-2.059, -1.664, -5.604)
C (-2.339, -2.965, -5.187)
C (-2.655, -3.338, -3.846)
C (-2.800, -2.364, -2.888)
C (-2.569, -1.108, -3.192)
N (-2.898, -0.266, -2.209)
C (-0.818, 0.628, 0.351)
C (0.157, 0.237, 1.256)
C (1.074, 1.171, 1.662)
H (4.747, 2.654, 5.485)
H (4.980, 3.574, 4.032)
H (5.893, 1.966, 4.243)
H (1.471, -1.555, 4.966)
H (0.180, -3.713, 4.261)
H (3.180, -1.679, 1.212)
H (-0.064, 3.830, -0.260)
H (-3.911, 2.535, -1.317)
H (-3.317, 1.126, -0.442)
H (-2.261, 2.587, -3.785)
H (-1.965, 1.203, -5.736)
H (-1.734, -1.358, -6.599)
H (-2.283, -3.828, -5.789)
H (-2.702, -4.338, -3.491)
H (-3.141, -2.597, -1.903)
H (-1.698, 0.011, 0.090)
H (-0.040, -0.718, 1.742)

Properties
- spin multiplicity = 1
- lowest unoccupied orbital energy (eV) = -0.06
- highest occupied orbital energy (eV) = -7.800
- SMILES = Cc1nc(-c2ccnnc2)n2c1sc1cc(OCc3ccc4ccccc4n3)ccc12
- ΔE to the lowest compared entry with this formula, charge and spin (kJ/mol) = 275.98
- charge = 0

Results of the Mulliken charge analysis, in e, for atoms 1 through 5: atom 1 (C): -1.167, atom 2 (C): 0.592, atom 3 (N): -0.733, atom 4 (C): 0.654, atom 5 (C): 0.300

(4)
A molecular structure, C24H17N6Pd. Source: the Open Molecules 2025 dataset; level of theory: the ωB97M-V functional and the def2-TZVPD basis.

Geometry (Å):
Pd (0.486, -0.211, -0.517)
C (4.587, -0.515, -1.754)
C (5.281, -1.098, -0.679)
C (4.610, -1.330, 0.480)
C (3.225, -1.000, 0.625)
N (2.567, -0.457, -0.446)
C (3.262, -0.224, -1.583)
N (2.716, -1.241, 1.837)
C (1.448, -1.053, 2.184)
N (0.384, -0.751, 1.388)
C (-0.738, -0.576, 2.152)
N (-1.972, -0.253, 1.767)
C (-2.366, -0.212, 0.496)
C (-3.773, -0.064, 0.275)
C (-4.313, -0.226, -0.961)
C (-3.466, -0.542, -2.041)
C (-2.122, -0.572, -1.804)
N (-1.553, -0.340, -0.597)
C (-0.384, -0.811, 3.527)
C (-1.128, -0.783, 4.708)
C (-0.480, -1.071, 5.892)
C (0.895, -1.385, 5.912)
C (1.636, -1.414, 4.748)
C (0.986, -1.126, 3.548)
H (5.064, -0.297, -2.699)
H (6.330, -1.355, -0.767)
H (5.083, -1.764, 1.349)
H (2.672, 0.224, -2.371)
H (-4.372, 0.130, 1.153)
H (-5.383, -0.135, -1.107)
H (-3.838, -0.719, -3.040)
H (-1.433, -0.778, -2.607)
H (-2.183, -0.539, 4.680)
H (-1.030, -1.056, 6.825)
H (1.372, -1.605, 6.860)
H (2.693, -1.651, 4.751)
N (0.669, 0.654, -2.301)
C (-0.274, 1.428, -2.886)
C (-0.964, 2.441, -2.181)
C (-1.895, 3.243, -2.813)
C (-2.210, 3.055, -4.155)
C (-1.550, 2.057, -4.862)
C (-0.585, 1.272, -4.255)
H (-0.753, 2.563, -1.125)
H (-2.405, 4.011, -2.242)
H (-2.956, 3.673, -4.639)
H (-1.780, 1.896, -5.909)
H (-0.062, 0.507, -4.817)

Properties
- spin multiplicity = 3
- lowest unoccupied orbital energy (alpha / beta) (eV) = 3.12 / 2.49
- highest occupied orbital energy (alpha / beta) (eV) = -2.363 / -4.408
- ΔE to the lowest compared entry with this formula, charge and spin (kJ/mol) = 0.00
- charge = -1

Results of the Mulliken charge analysis, in e, for atoms 1 through 5: atom 1 (Pd): 0.817, atom 2 (C): -0.763, atom 3 (C): -0.307, atom 4 (C): -0.438, atom 5 (C): 0.415

(5)
2 unconnected molecules or ions with the total composition C24H17NO9 at a distorted geometry. Source: the Open Molecules 2025 dataset; level of theory: the ωB97M-V functional and the def2-TZVPD basis.

Geometry (Å):
N (-4.138, 3.159, 0.870)
C (-3.637, 3.517, -0.545)
O (-4.174, 4.489, -1.298)
C (-2.400, 2.657, -1.249)
C (-1.235, 2.478, -0.103)
C (0.287, 2.822, -0.608)
C (0.660, 4.070, -1.658)
C (2.231, 4.305, -2.145)
C (3.498, 3.382, -1.605)
C (3.136, 2.169, -0.560)
C (1.557, 1.899, -0.079)
C (1.322, 0.600, 0.948)
O (0.490, 0.626, 2.003)
C (2.254, -0.738, 0.576)
C (1.596, -2.240, 0.659)
C (2.588, -3.510, 0.222)
C (4.150, -3.236, -0.281)
C (5.108, -4.509, -0.758)
O (5.014, -4.520, -2.256)
O (3.755, -4.505, -2.614)
C (4.820, -1.721, -0.345)
C (3.831, -0.470, 0.088)
C (4.301, 1.134, 0.047)
O (5.491, 1.544, 0.501)
H (-3.911, 2.143, 1.084)
H (-3.542, 3.713, 1.527)
H (-2.877, 1.604, -1.546)
H (-2.013, 3.125, -2.249)
H (-1.366, 1.379, 0.331)
H (-1.453, 3.199, 0.816)
H (-0.224, 4.763, -2.036)
H (2.507, 5.169, -2.919)
H (4.614, 3.507, -1.938)
H (0.476, -2.392, 1.007)
H (2.111, -4.596, 0.264)
H (4.584, -5.475, -0.315)
H (6.200, -4.345, -0.369)
H (3.497, -3.636, -3.041)
H (5.919, -1.485, -0.671)
C (-3.565, -1.576, 2.615)
C (-3.506, -0.592, 1.702)
C (-4.639, -0.643, 0.681)
O (-4.821, 0.202, -0.201)
C (-5.588, -1.787, 0.741)
C (-5.639, -2.779, 1.647)
C (-4.570, -2.666, 2.730)
O (-4.478, -3.426, 3.700)
O (-6.449, -3.755, 1.697)
O (-2.648, 0.339, 1.606)
H (-2.808, -1.616, 3.389)
H (-6.314, -1.778, -0.063)

Properties
- spin multiplicity = 1
- lowest unoccupied orbital energy (eV) = 2.02
- highest occupied orbital energy (eV) = -0.517
- charge = -2

Results of the Mulliken charge analysis, in e, for atoms 1 through 5: atom 1 (N): -0.646, atom 2 (C): 0.426, atom 3 (O): -0.605, atom 4 (C): -0.328, atom 5 (C): 0.344

(6)
A molecular structure, C24H18AsMoO6S3. Source: the Open Molecules 2025 dataset; level of theory: the ωB97M-V functional and the def2-TZVPD basis.

Geometry (Å):
Mo (-0.354, 0.423, 1.007)
O (3.003, -1.918, -0.140)
S (1.680, -1.470, -0.399)
O (1.405, -0.626, -1.516)
O (1.190, -0.728, 0.917)
C (0.612, -2.908, -0.416)
C (1.295, -4.107, -0.524)
C (0.611, -5.315, -0.605)
C (-0.770, -5.331, -0.569)
C (-1.468, -4.137, -0.448)
C (-0.794, -2.929, -0.373)
S (-1.854, -1.522, -0.188)
O (-3.179, -1.879, -0.538)
O (-1.234, -0.367, -0.876)
O (-1.720, -1.070, 1.275)
H (2.375, -4.088, -0.545)
H (1.170, -6.236, -0.696)
H (-1.315, -6.262, -0.633)
H (-2.549, -4.139, -0.421)
S (-0.113, 0.824, 3.151)
C (-0.051, 2.557, 3.572)
C (-0.065, 2.909, 4.916)
C (-0.021, 4.250, 5.272)
C (0.033, 5.236, 4.296)
C (0.037, 4.888, 2.950)
C (-0.010, 3.551, 2.594)
As (-0.011, 2.903, 0.783)
C (0.211, 4.363, -0.440)
C (-0.808, 5.296, -0.611)
C (-0.606, 6.370, -1.461)
C (0.605, 6.510, -2.130)
C (1.617, 5.578, -1.954)
C (1.424, 4.497, -1.105)
C (-1.875, 2.322, 0.502)
C (-2.322, 2.284, -0.833)
C (-3.611, 1.894, -1.114)
C (-4.467, 1.510, -0.081)
C (-4.044, 1.542, 1.234)
C (-2.753, 1.968, 1.536)
H (-0.103, 2.138, 5.674)
H (-0.024, 4.524, 6.318)
H (0.072, 6.278, 4.582)
H (0.083, 5.656, 2.187)
H (-1.753, 5.183, -0.092)
H (-1.393, 7.098, -1.603)
H (0.756, 7.350, -2.794)
H (2.556, 5.686, -2.479)
H (2.210, 3.763, -0.976)
H (-1.643, 2.535, -1.639)
H (-3.952, 1.860, -2.140)
H (-5.471, 1.183, -0.316)
H (-4.709, 1.247, 2.034)
H (-2.448, 2.051, 2.570)

Properties
- spin multiplicity = 1
- lowest unoccupied orbital energy (alpha / beta) (eV) = -4.96 / -4.94
- highest occupied orbital energy (alpha / beta) (eV) = -11.995 / -12.044
- charge = +1

Results of the Mulliken charge analysis, in e, for atoms 1 through 5: atom 1 (Mo): 0.395, atom 2 (O): -0.674, atom 3 (S): 1.616, atom 4 (O): -0.602, atom 5 (O): -0.697